#A
C4H7NOS | ωB97M-V/def2-TZVPD

Computed properties:
* orbital gap (alpha / beta): 0.2690 / 0.2691 hartree
* SMILES string: C=S(=O)=C/C=N/C
* charge: 0
* spin multiplicity: 1

Last column: Mulliken charge in e.
Atoms and positions in Å:
1 C -0.869 -0.501 0.807  0.282
2 C -0.737 -1.624 0.080  -0.702
3 C 1.282 -0.209 -0.998  -0.571
4 C -0.193 1.850 0.863  -0.859
5 N 0.044 0.416 0.831  -0.356
6 O 0.083 -2.097 -2.424  -0.590
7 S 0.723 -1.861 -1.121  0.389
8 H -1.938 -0.317 1.286  0.267
9 H -1.251 -2.516 0.225  0.405
10 H 1.016 0.608 -1.583  0.432
11 H 2.270 -0.389 -0.687  0.320
12 H -1.077 2.199 0.414  0.342
13 H -0.102 2.228 1.908  0.322
14 H 0.749 2.213 0.398  0.319

#B
C4H7NOS | ωB97M-V/def2-TZVPD

Computed properties:
* orbital gap: 0.3390 hartree
* SMILES string: CN1C[C@H](O)C1=S
* charge: 0
* spin multiplicity: 1

Last column: Mulliken charge in e.
Atoms and positions in Å:
1 C -1.884 -0.250 -0.757  -0.844
2 C -0.088 0.056 1.169  -0.698
3 C 1.345 -0.059 0.577  0.198
4 C 0.654 -0.206 -0.767  0.085
5 H -2.389 0.705 -0.622  0.312
6 H -1.764 -0.420 -1.830  0.265
7 H -2.427 -1.020 -0.293  0.312
8 H -0.388 -0.727 1.897  0.271
9 H -0.314 1.050 1.517  0.290
10 H 1.849 -0.944 0.900  0.264
11 H 2.689 1.171 -0.019  0.337
12 N -0.562 -0.202 -0.187  0.113
13 O 2.107 1.100 0.736  -0.524
14 S 1.173 -0.255 -2.319  -0.383

#C
C4H7NOS | ωB97M-V/def2-TZVPD

Computed properties:
* orbital gap: 0.3516 hartree
* SMILES string: C=COCSN=C
* charge: 0
* spin multiplicity: 1

Last column: Mulliken charge in e.
Atoms and positions in Å:
1 C -1.631 -2.270 0.351  -0.755
2 C -1.146 -1.071 0.320  0.198
3 C -0.834 1.289 0.126  -0.454
4 C 2.767 0.871 -0.628  -0.265
5 H -2.657 -2.369 0.062  0.257
6 H -1.134 -3.114 0.789  0.281
7 H -0.126 -0.936 0.824  0.185
8 H -1.612 2.127 0.104  0.296
9 H -0.520 1.398 1.184  0.363
10 H 3.122 1.610 -1.485  0.186
11 H 3.422 0.164 -0.110  0.256
12 N 1.558 0.647 -0.263  -0.228
13 O -1.595 0.121 -0.212  -0.340
14 S 0.386 1.536 -1.061  0.020

Most stable: #B (next structure +2.123 eV)

#A
C4H7NOS | ωB97M-V/def2-TZVPD

Computed properties:
* orbital gap: 0.3094 hartree
* SMILES string: CCN(C=O)C=S
* charge: 0
* spin multiplicity: 1

Last column: Mulliken charge in e.
Atoms and positions in Å:
1 C 0.184 1.731 0.439  -0.991
2 C 0.708 0.598 -0.403  -0.655
3 C 0.047 -1.451 1.078  -0.021
4 C -0.905 -1.151 -1.156  -0.103
5 H -0.714 2.240 -0.033  0.256
6 H 0.863 2.528 0.458  0.364
7 H -0.029 1.323 1.383  0.356
8 H 1.696 0.323 0.030  0.314
9 H 0.876 0.808 -1.412  0.461
10 H 0.545 -0.872 1.829  0.337
11 H -0.965 -0.417 -1.990  0.223
12 N -0.034 -0.707 -0.190  0.098
13 O -0.354 -2.540 1.217  -0.390
14 S -1.917 -2.414 -1.250  -0.251

#B
C4H7NOS | ωB97M-V/def2-TZVPD

Computed properties:
* orbital gap (alpha / beta): 0.2523 / 0.3038 hartree
* charge: 0
* spin multiplicity: 1

Last column: Mulliken charge in e.
Atoms and positions in Å:
1 C -1.996 -1.360 -1.549  0.080
2 C -2.892 -0.401 -1.218  -0.411
3 C 1.844 0.002 0.714  -1.087
4 C 0.548 0.763 0.414  -0.299
5 N -0.537 -0.023 -0.085  -0.250
6 O -4.184 -0.660 -1.021  -0.370
7 S -0.344 -1.015 -1.302  0.047
8 H -2.215 -2.242 -2.142  0.350
9 H 2.565 0.676 1.169  0.348
10 H 2.278 -0.417 -0.192  0.333
11 H 1.650 -0.812 1.409  0.306
12 H 0.768 1.577 -0.294  0.253
13 H 0.172 1.216 1.338  0.300
14 H -4.696 0.162 -1.039  0.401

Most stable: #A (next structure +3.525 eV)

#A
C4H7NOS | ωB97M-V/def2-TZVPD

Computed properties:
* orbital gap: 0.2770 hartree
* charge: 0
* spin multiplicity: 1

Last column: Mulliken charge in e.
Atoms and positions in Å:
1 C -1.579 0.693 2.258  -0.449
2 C -1.171 0.611 0.627  0.252
3 C 0.987 -0.979 -1.261  -1.065
4 C 1.145 0.153 -0.265  -0.473
5 N 0.098 0.137 0.725  0.155
6 O -1.833 1.109 -0.394  -0.457
7 S 0.103 -0.071 2.416  -0.118
8 H -2.498 -0.007 2.575  0.189
9 H 0.215 -0.850 -1.941  0.329
10 H 0.891 -2.029 -0.941  0.311
11 H 1.872 -0.941 -1.849  0.391
12 H 0.943 1.016 -0.876  0.274
13 H 2.185 0.091 0.186  0.329
14 H -1.360 1.068 -1.260  0.332

#B
C4H7NOS | ωB97M-V/def2-TZVPD

Computed properties:
* orbital gap (alpha / beta): 0.2635 / 0.2435 hartree
* charge: 0
* spin multiplicity: 1

Last column: Mulliken charge in e.
Atoms and positions in Å:
1 C -1.236 1.838 0.125  -0.344
2 C -1.330 0.527 -0.278  0.070
3 C 0.793 -1.819 0.909  -0.921
4 C 0.710 -0.841 -0.313  -0.470
5 N -0.703 -0.545 -0.623  -0.155
6 O 0.556 3.551 -1.453  -0.544
7 S -0.504 3.397 -0.353  0.293
8 H -1.876 2.234 0.900  0.269
9 H 0.366 -2.729 0.535  0.347
10 H 1.935 -1.704 1.218  0.264
11 H 0.220 -1.302 1.634  0.295
12 H 1.244 0.051 0.001  0.347
13 H 1.056 -1.383 -1.264  0.304
14 H -1.231 -1.275 -1.038  0.244

#C
C4H7NOS | ωB97M-V/def2-TZVPD

Computed properties:
* orbital gap: 0.3545 hartree
* SMILES string: CC(=O)C/C=N\S
* charge: 0
* spin multiplicity: 1

Last column: Mulliken charge in e.
Atoms and positions in Å:
1 C -0.104 -0.037 -1.186  -0.541
2 C 0.901 1.043 -0.759  -0.070
3 C -0.267 -1.159 -0.186  0.531
4 C -1.153 -0.631 0.974  -1.228
5 N 1.902 0.825 -0.020  -0.430
6 O 0.011 -2.279 -0.551  -0.521
7 S 2.663 -0.638 0.293  -0.090
8 H 0.284 -0.451 -2.058  0.337
9 H -1.125 0.217 -1.498  0.442
10 H 0.688 2.097 -1.043  0.360
11 H -1.894 0.048 0.677  0.357
12 H -0.530 -0.198 1.806  0.290
13 H -1.634 -1.388 1.582  0.386
14 H 3.871 -0.052 0.819  0.176

#D
C4H7NOS | ωB97M-V/def2-TZVPD

Computed properties:
* orbital gap: 0.3179 hartree
* SMILES string: C=C(OC)C(N)=S
* charge: 0
* spin multiplicity: 1

Last column: Mulliken charge in e.
Atoms and positions in Å:
1 C -1.940 0.632 -0.251  -0.825
2 C 0.388 0.167 -0.128  0.779
3 C 0.734 1.275 -0.781  -0.890
4 C 1.389 -0.828 0.388  0.115
5 H -1.842 1.640 0.218  0.335
6 H -2.857 0.156 0.094  0.231
7 H -1.923 0.711 -1.341  0.354
8 H 1.800 1.436 -0.976  0.254
9 H 0.021 2.010 -1.174  0.284
10 H -0.175 -1.899 1.126  0.273
11 H 1.436 -2.558 1.409  0.184
12 N 0.833 -1.857 1.036  -0.302
13 O -0.884 -0.212 0.187  -0.403
14 S 3.021 -0.673 0.193  -0.389

Most stable: #D (next structure +1.305 eV)

#A
C4H7NOS | ωB97M-V/def2-TZVPD

Computed properties:
* orbital gap: 0.3127 hartree
* SMILES string: CO/C=C\NC=S
* charge: 0
* spin multiplicity: 1

Last column: Mulliken charge in e.
Atoms and positions in Å:
1 C 0.264 -0.822 -2.341  -0.606
2 C -0.377 -0.895 0.055  0.203
3 C -0.427 -0.515 1.303  -0.624
4 C 0.272 1.835 1.142  -0.105
5 H -0.799 -0.854 -2.799  0.275
6 H 0.920 0.039 -2.743  0.244
7 H 0.766 -2.009 -2.212  0.268
8 H -0.762 -1.942 -0.234  0.268
9 H -0.937 -1.050 2.043  0.375
10 H 0.208 0.667 2.929  0.280
11 H -0.303 1.863 0.135  0.230
12 N -0.106 0.769 1.873  -0.167
13 O 0.090 -0.248 -0.959  -0.318
14 S 1.191 3.161 1.808  -0.324

#B
C4H7NOS | ωB97M-V/def2-TZVPD

Computed properties:
* orbital gap: 0.3415 hartree
* charge: 0
* spin multiplicity: 1

Last column: Mulliken charge in e.
Atoms and positions in Å:
1 C -0.853 -1.420 -0.420  -0.194
2 C 0.743 0.441 -0.330  0.267
3 C 1.039 1.709 -1.059  -0.656
4 C 0.163 1.340 0.752  -0.359
5 H -1.682 -1.730 -1.097  0.276
6 H -0.366 -0.138 -1.934  0.241
7 H 1.661 -0.084 0.008  0.246
8 H 0.577 1.771 -1.968  0.336
9 H 2.075 2.050 -1.141  0.209
10 H -0.899 1.194 1.008  0.289
11 H 0.697 1.315 1.711  0.237
12 N -0.138 -0.471 -1.027  -0.200
13 O 0.518 2.510 -0.023  -0.407
14 S -0.737 -2.099 1.070  -0.287

Most stable: #B (next structure +1.410 eV)

#A
C2H3BrN | ωB97M-V/def2-TZVPD

Computed properties:
* orbital gap: 0.3820 hartree
* SMILES string: [NH3+]C#CBr
* charge: +1
* spin multiplicity: 1

Last column: Mulliken charge in e.
Atoms and positions in Å:
1 C 0.137 -0.182 0.278  0.068
2 C 0.639 -0.999 1.028  -0.045
3 N -0.472 0.681 -0.691  -0.237
4 Br 1.718 -2.118 2.050  0.116
5 H -1.374 0.348 -0.828  0.356
6 H 0.097 0.619 -1.466  0.354
7 H -0.745 1.650 -0.372  0.388

#B
C2H3BrN | ωB97M-V/def2-TZVPD

Computed properties:
* orbital gap (alpha / beta): 0.3102 / 0.3102 hartree
* SMILES string: [NH3+]C#CBr
* charge: +1
* spin multiplicity: 1

Last column: Mulliken charge in e.
Atoms and positions in Å:
1 C 0.337 0.174 -0.372  -0.142
2 C 1.586 -0.253 0.260  0.049
3 N -1.071 0.153 -0.072  -0.330
4 Br 3.330 -0.431 0.048  0.195
5 H -1.579 -0.845 -0.395  0.451
6 H -1.473 1.015 -0.427  0.392
7 H -1.130 0.187 0.959  0.385

Most stable: #A (next structure +1.983 eV)

#A
C3H4N2O2 | ωB97M-V/def2-TZVPD

Computed properties:
* orbital gap: 0.3463 hartree
* SMILES string: Nc1coc(=O)[nH]1
* charge: 0
* spin multiplicity: 1

Last column: Mulliken charge in e.
Atoms and positions in Å:
1 N 1.612 -0.283 0.726  -0.474
2 C 0.383 -0.210 0.047  0.250
3 C -0.572 -0.711 0.798  -0.319
4 O -1.818 -0.327 0.306  -0.328
5 C -1.568 0.475 -0.816  0.449
6 O -2.417 0.926 -1.537  -0.540
7 N -0.188 0.619 -0.929  -0.127
8 H 2.364 -0.833 0.363  0.218
9 H 1.873 0.544 1.236  0.208
10 H 0.147 -1.014 1.649  0.401
11 H 0.185 0.814 -1.845  0.262

#B
C3H4N2O2 | ωB97M-V/def2-TZVPD

Computed properties:
* orbital gap: 0.3317 hartree
* SMILES string: Nc1coc(=O)[nH]1
* charge: 0
* spin multiplicity: 1

Last column: Mulliken charge in e.
Atoms and positions in Å:
1 N -1.799 -0.461 0.025  -0.527
2 C -0.500 0.037 0.109  0.362
3 C 0.022 1.259 0.261  -0.436
4 O 1.409 1.190 0.136  -0.321
5 C 1.759 -0.110 -0.053  0.456
6 O 2.882 -0.511 -0.192  -0.561
7 N 0.574 -0.849 -0.071  -0.167
8 H -1.817 -1.268 -0.590  0.275
9 H -2.442 0.231 -0.343  0.261
10 H -0.387 2.221 0.517  0.394
11 H 0.591 -1.729 0.426  0.264

#C
C3H4N2O2 | ωB97M-V/def2-TZVPD

Computed properties:
* orbital gap: 0.3101 hartree
* charge: 0
* spin multiplicity: 1

Last column: Mulliken charge in e.
Atoms and positions in Å:
1 C -0.565 0.486 -1.033  0.972
2 C 0.393 -0.379 0.559  0.425
3 N 1.023 -0.906 1.629  -0.408
4 C -0.910 -0.289 0.161  -0.874
5 O 0.447 0.027 -1.740  -0.308
6 O -1.237 1.543 -1.449  -0.435
7 N 1.159 0.379 -0.374  -0.598
8 H -0.996 1.755 -2.364  0.375
9 H 2.011 -0.734 1.718  0.274
10 H 0.505 -1.100 2.469  0.230
11 H -1.829 -0.782 0.425  0.345

Most stable: #B (next structure +1.738 eV)

#A
C3H4N2O2 | ωB97M-V/def2-TZVPD

Computed properties:
* orbital gap: 0.2714 hartree
* charge: 0
* spin multiplicity: 1

Last column: Mulliken charge in e.
Atoms and positions in Å:
1 N -2.092 -0.829 -0.211  -0.332
2 C -1.522 0.071 0.452  0.165
3 C -0.501 0.798 0.572  -0.247
4 O 2.112 1.633 -0.764  -0.446
5 C 2.378 0.590 -0.322  0.748
6 O 3.080 -0.362 -0.112  -0.481
7 N 0.728 -0.454 0.206  -0.520
8 H -1.628 -1.405 -0.903  0.257
9 H -3.077 -0.838 -0.404  0.246
10 H -0.199 1.803 0.418  0.389
11 H 0.720 -1.008 1.069  0.221

#B
C3H4N2O2 | ωB97M-V/def2-TZVPD

Computed properties:
* orbital gap: 0.3252 hartree
* SMILES string: O/N=c1/cc[nH]o1
* charge: 0
* spin multiplicity: 1

Last column: Mulliken charge in e.
Atoms and positions in Å:
1 C 0.588 0.285 0.014  0.666
2 C -0.623 1.072 -0.054  -0.512
3 C -1.641 0.203 -0.027  -0.144
4 H 3.351 0.006 0.036  0.437
5 H -0.767 2.132 0.147  0.335
6 H -2.699 0.454 -0.008  0.377
7 H -1.592 -1.986 0.144  0.277
8 N 1.806 0.564 -0.074  -0.637
9 N -1.207 -1.082 -0.236  -0.170
10 O 2.575 -0.569 -0.104  -0.354
11 O 0.209 -1.080 0.162  -0.276

Most stable: #B (next structure +1.428 eV)